Entry from the Open Molecules 2025 dataset: 9 unconnected molecules or ions with the total composition C30H66N11O16 in a non-equilibrium geometry (ωB97M-V with the def2-TZVPD basis set).

Properties
Highest occupied orbital energy: -11.8051 eV
F_max: 2.055 eV/Å
Energy relative to the best compared isomer or geometry (same formula, charge and spin): 0.00 kJ/mol
Net charge: +1
M: 836.92 g/mol

```
123
Properties=species:S:1:pos:R:3:forces:R:3
C 4.3920 -1.0450 4.9751 -0.15 0.57 0.83
C 3.9303 0.3929 4.5921 0.21 -1.09 -0.87
C 3.5838 0.5606 3.0768 0.20 1.08 0.43
C 3.9646 2.0261 2.6520 -0.58 -0.98 -0.68
C 3.3778 2.3671 1.2417 1.45 0.43 0.17
C 4.3431 1.7638 0.1345 -1.35 -0.11 0.27
C 3.4601 1.1180 -0.9924 0.72 0.02 0.80
C 2.6921 -0.1624 -0.5128 0.47 -0.16 -1.74
C 1.4733 -0.4093 -1.4984 0.43 -0.06 0.93
C 0.1202 -0.3767 -0.7239 -0.34 -0.41 -0.56
C -1.0983 0.2051 -1.5129 -0.06 0.06 0.62
C -0.8266 1.5278 -2.2797 0.73 -0.71 -0.06
C -0.1618 2.6388 -1.4023 -1.22 0.88 -1.03
C -1.2622 3.6294 -0.8416 0.76 -0.12 0.12
C -0.9911 4.0378 0.6343 -0.08 -0.34 0.05
C -2.3043 4.4764 1.3898 0.58 -1.14 -0.31
C -3.0706 3.1731 1.6418 -1.18 0.37 -0.63
C -4.1424 2.7938 0.7401 -0.21 -0.60 -0.10
C -4.8494 1.5936 0.8785 1.56 0.40 1.27
C -4.4258 0.7761 1.9915 -1.11 0.78 -1.26
C -5.0317 -0.6047 2.3035 1.28 0.05 -0.58
N -3.9440 -1.5782 2.0586 -0.86 0.52 0.24
C -4.4368 -2.9799 2.0686 1.14 -0.25 -0.54
N -3.4497 1.2742 2.7503 -0.77 -1.67 0.50
N -2.7652 2.3891 2.6570 0.25 0.86 -0.58
H 5.3800 -1.2960 4.5409 -0.68 0.00 -0.01
H 3.6253 -1.8085 4.7425 0.51 0.33 -0.14
H 4.5188 -1.0556 6.0813 0.02 -0.18 -0.63
H 3.0246 0.6245 5.1834 0.63 0.26 -0.12
H 4.7723 1.0819 4.8059 -0.66 -0.20 0.22
H 4.1462 -0.1405 2.4289 -0.33 0.16 0.43
H 2.4973 0.4074 2.8999 0.57 -0.07 0.10
H 3.6652 2.7454 3.4413 0.12 -0.36 -0.45
H 5.0697 2.0247 2.5388 -0.53 0.38 0.34
H 3.3952 3.4732 1.1511 -0.35 -0.55 -0.16
H 2.3436 1.9878 1.1065 0.50 0.28 0.22
H 5.0127 2.5611 -0.2678 -0.54 -0.87 0.42
H 4.9271 0.9788 0.6622 -0.06 0.36 -0.69
H 2.7377 1.8852 -1.3392 0.39 -0.34 0.06
H 4.1150 0.8339 -1.8459 -0.51 0.25 0.32
H 2.3619 -0.0917 0.5372 0.20 -0.11 -0.47
H 3.4058 -1.0158 -0.6531 -0.64 0.66 0.70
H 1.5649 0.3586 -2.2875 -0.39 -0.33 0.34
H 1.5858 -1.3932 -1.9979 -0.11 0.53 0.25
H 0.2187 0.1273 0.2600 0.11 -0.05 -0.59
H -0.1321 -1.4352 -0.4879 0.10 0.65 0.08
H -1.4985 -0.5935 -2.1721 0.22 0.62 0.08
H -1.9056 0.3942 -0.7603 0.37 -0.13 -0.44
H -1.7682 1.8591 -2.7489 0.49 0.10 0.32
H -0.1299 1.3211 -3.1221 -0.47 -0.02 0.45
H 0.4406 3.2472 -2.1097 0.12 -0.46 0.71
H 0.4696 2.2265 -0.5966 -0.23 0.20 -0.43
H -1.2842 4.5487 -1.4651 -0.11 -0.58 0.29
H -2.2399 3.1297 -0.9945 0.34 0.28 0.38
H -0.5469 3.1571 1.1519 -0.32 0.57 -0.09
H -0.2256 4.8344 0.6991 -0.47 -0.30 -0.13
H -2.0702 4.9954 2.3363 -0.24 -0.28 -0.47
H -2.8879 5.1093 0.6960 0.16 -0.15 0.61
H -4.3705 3.4797 -0.0893 0.05 -0.37 0.51
H -5.6525 1.2615 0.2110 0.44 0.23 0.31
H -5.7915 -0.8153 1.5260 0.14 0.32 0.71
H -5.4500 -0.6631 3.3307 -0.06 0.21 -0.49
H -3.1926 -1.4298 2.7253 -0.18 -0.35 -0.03
H -4.2429 -3.4001 1.0590 -0.41 0.13 0.56
H -3.7959 -3.5651 2.7519 -0.78 0.14 -0.18
H -5.5108 -3.0636 2.3079 0.55 0.03 0.11
H -3.1855 0.6853 3.5444 0.14 0.46 -0.14
C -1.6843 -6.8829 4.3889 0.15 0.11 -0.22
N -2.6131 -5.8637 3.8335 0.18 -0.15 -0.01
O -2.6972 -5.7719 2.6233 -0.09 0.10 0.20
O -3.2319 -5.1848 4.6325 0.04 0.03 -0.20
H -1.2094 -7.4011 3.5642 -0.08 0.14 -0.06
H -0.9480 -6.3567 4.9927 -0.15 0.02 0.09
H -2.2674 -7.5791 4.9869 0.01 0.44 -0.03
C -5.5023 3.8059 -3.6310 -0.26 -0.08 0.01
N -4.1974 3.1136 -3.4474 -0.18 0.14 -0.08
O -4.2203 1.9117 -3.2413 0.16 0.08 0.06
O -3.1956 3.7958 -3.5135 -0.14 -0.21 0.04
H -6.2993 3.0733 -3.5467 0.10 -0.04 -0.07
H -5.5834 4.5617 -2.8528 0.11 0.07 -0.11
H -5.4989 4.2589 -4.6188 0.02 0.05 0.07
C -5.5530 -1.0802 -4.8218 0.20 -0.15 -0.06
N -6.5407 -0.1154 -5.3763 0.03 0.00 -0.04
O -6.6541 -0.0619 -6.5846 -0.08 0.12 0.16
O -7.1659 0.5532 -4.5765 0.06 -0.05 -0.15
H -5.0755 -1.6010 -5.6453 -0.09 0.07 -0.02
H -4.8256 -0.5086 -4.2497 -0.12 0.02 0.07
H -6.0956 -1.7754 -4.1862 0.01 0.11 0.05
C 6.9231 4.8324 -3.3392 0.18 0.16 -0.03
N 6.3140 4.1352 -2.1737 0.06 0.05 0.02
O 6.7628 4.3819 -1.0731 -0.15 -0.10 -0.11
O 5.4036 3.3627 -2.4083 0.17 0.18 -0.09
H 7.7140 5.4824 -2.9798 -0.06 -0.06 0.06
H 7.3188 4.0704 -4.0055 -0.13 0.01 -0.02
H 6.1375 5.4067 -3.8232 -0.01 -0.13 -0.04
C 8.3501 -1.0577 3.3486 -0.25 0.05 -0.11
N 9.4433 -2.0616 3.2385 0.02 -0.10 -0.06
O 9.2775 -2.9903 2.4733 0.08 0.11 0.13
O 10.4264 -1.8766 3.9266 -0.13 -0.04 -0.10
H 7.5425 -1.3473 2.6833 0.09 -0.06 0.00
H 8.0168 -1.0501 4.3833 0.12 0.08 0.00
H 8.7610 -0.0934 3.0610 0.04 -0.02 0.13
C -0.6562 -10.8635 5.9192 0.18 -0.16 -0.08
N -1.5865 -9.8437 5.3648 0.08 -0.29 -0.05
O -1.6687 -9.7549 4.1534 -0.14 -0.07 0.45
O -2.2022 -9.1660 6.1713 0.07 -0.39 -0.21
H -0.1826 -11.3849 5.0940 -0.08 0.08 -0.02
H 0.0807 -10.3401 6.5233 -0.11 -0.02 0.08
H -1.2452 -11.5472 6.5248 0.02 0.11 0.07
C 5.7610 -1.5726 -3.4161 0.18 0.17 -0.05
N 5.1616 -2.2506 -2.2355 0.25 0.11 0.21
O 5.6216 -1.9762 -1.1405 -0.24 -0.17 -0.29
O 4.2558 -3.0290 -2.4503 0.04 0.11 0.13
H 6.5499 -0.9117 -3.0722 -0.06 -0.06 0.07
H 6.1586 -2.3448 -4.0696 -0.13 0.01 -0.02
H 4.9700 -1.0109 -3.9067 -0.01 -0.13 -0.03
C -7.1612 2.7584 -8.6258 -0.12 -0.11 -0.23
N -7.2052 3.9269 -7.7075 -0.08 0.06 -0.15
O -7.7214 4.9448 -8.1122 0.11 -0.09 0.21
O -6.7152 3.7739 -6.6018 0.00 0.07 -0.05
H -7.6299 3.0356 -9.5643 0.02 0.10 0.09
H -6.1163 2.4995 -8.7756 -0.04 -0.06 0.13
H -7.7009 1.9457 -8.1460 0.17 -0.01 0.08
```
Positions in Å, forces in eV/Å.

Atomic partial charges in e from the Mulliken method, atoms 1 to 99: -1.11 -0.46 0.04 -1.26 0.28 -0.35 -0.37 0.10 -0.87 -0.65 -0.43 -0.90 0.86 0.23 -0.73 -0.90 0.51 0.02 -0.60 0.62 -0.80 -0.25 -0.61 0.47 -1.09 0.14 0.31 0.40 0.29 0.30 0.21 0.14 0.46 0.35 0.42 -0.45 -0.25 0.36 0.12 0.27 0.03 0.13 0.33 0.50 0.19 0.57 0.50 -0.15 0.03 0.54 0.39 -0.98 0.30 -0.38 0.34 0.44 0.43 0.36 0.34 0.38 0.46 0.32 0.20 0.27 0.05 0.32 0.29 -0.84 0.88 -0.53 -0.53 0.35 0.29 0.39 -0.91 0.88 -0.43 -0.50 0.32 0.30 0.35 -0.63 0.94 -0.53 -0.52 0.31 0.15 0.30 -0.74 0.80 -0.51 -0.48 0.31 0.29 0.29 -0.69 0.88 -0.52 -0.53